A single C4H10N2O molecule. Source: the Open Molecules 2025 dataset; level of theory: the ωB97M-V functional and the def2-TZVPD basis.

For the total energy, the calculation gives -9336.578 eV. Its SMILES is NCC[C@@H](N)C=O. As for the relative energy (zero: lowest compared OMol25 entry of this formula, charge and spin): 2.410 eV. The gap between HOMO and LUMO comes out at 10.065 eV.

Structure (ORCA input):
```
! wB97M-V def2-TZVPD RIJCOSX def2/J DEFGRID3
* xyz 0 1
H -0.291 1.968 -0.261
H 2.384 0.540 -2.274
H 0.110 2.283 -1.784
H -0.968 -0.210 2.867
H -2.187 -1.281 2.311
C 0.458 0.380 -1.028
H -1.162 -1.578 0.237
C 0.323 -0.196 0.388
O 2.067 -1.272 -1.495
C 1.727 -0.129 -1.700
N -1.238 -0.950 2.240
H -1.917 -0.018 0.482
N 0.479 1.872 -0.928
H -0.477 0.008 -1.465
H 0.919 -1.104 0.349
H 0.835 0.331 1.227
C -1.062 -0.644 0.833
*
```